# 1
ORCA calculation (ωB97M-V/def2-TZVPD) on a molecular structure, C18H36BeFO18 at a distorted geometry.

Output
**Energy relative to the best compared isomer or geometry (same formula, charge and spin)**: 41.568 eV
**HOMO**: -0.389 Eh
**Gap between HOMO and LUMO**: 6.90 eV
**Total charge**: +1
**Spin multiplicity**: 1

```
74
Properties=species:S:1:pos:R:3:lowdin_charge:R:1
Be -1.820 0.821 -0.953 0.391
F -0.396 -0.234 -0.828 -0.415
C 0.018 -1.110 -3.139 -0.109
O -0.363 -0.121 -4.088 0.131
C -1.032 0.955 -3.581 -0.301
O -1.467 1.126 -2.409 0.108
O -1.399 1.794 -4.593 0.057
C -2.204 2.932 -4.373 -0.019
H 0.679 -1.848 -3.594 0.157
H -0.786 -1.771 -2.817 0.168
H 0.605 -0.742 -2.298 0.068
H -2.312 3.580 -5.243 0.128
H -1.691 3.625 -3.707 0.029
H -3.151 2.652 -3.911 0.124
C -0.478 -5.492 1.128 -0.022
O 0.459 -4.671 0.362 0.018
C -0.036 -3.965 -0.630 -0.499
O -1.256 -3.890 -0.861 0.093
O 0.999 -3.100 -1.018 0.070
C 0.739 -1.878 -1.618 -0.347
H -1.047 -4.853 1.803 0.074
H 0.049 -6.204 1.764 0.099
H -1.147 -6.126 0.547 0.099
H 1.148 -1.905 -2.629 0.103
H 1.368 -1.185 -1.059 -0.135
H -0.299 -1.545 -1.602 0.086
C 1.420 1.520 -0.913 -0.100
O 0.915 2.850 -1.107 0.117
C -0.414 3.098 -1.158 -0.417
O -1.283 2.318 -0.803 0.025
O -0.558 4.348 -1.621 0.070
C -1.853 4.822 -2.109 -0.004
H 0.747 1.067 -0.184 0.026
H 2.443 1.434 -0.549 -0.088
H 1.394 0.916 -1.821 0.137
H -1.982 4.626 -3.173 0.039
H -1.990 5.891 -1.943 0.115
H -2.720 4.297 -1.709 0.105
C 0.811 0.992 1.650 -0.065
O -0.196 1.837 2.033 0.184
C -1.362 1.847 1.478 -0.463
O -1.747 1.231 0.504 0.063
O -2.151 2.544 2.288 0.061
C -3.524 2.749 1.974 0.002
H 0.736 0.104 2.277 0.118
H 1.760 1.511 1.790 0.158
H 0.778 0.639 0.619 0.046
H -4.041 3.257 2.788 0.113
H -4.090 1.866 1.677 0.102
H -3.433 3.364 1.079 0.095
C 1.798 -0.428 -0.611 -0.139
O 2.791 0.569 -0.192 0.100
C 3.226 0.599 1.142 -0.447
O 4.222 1.153 1.525 0.204
O 2.377 -0.098 1.968 -0.138
C 2.790 -0.312 3.332 -0.039
H 0.823 0.019 -0.417 0.013
H 1.920 -1.425 -0.186 0.209
H 1.815 -0.517 -1.697 0.160
H 1.994 -0.765 3.922 -0.021
H 3.123 0.558 3.899 0.132
H 3.619 -1.019 3.373 0.124
C -0.976 -1.569 0.627 0.005
O -0.251 -1.235 1.829 0.005
C 0.209 -2.195 2.671 -0.433
O -0.021 -3.418 2.675 0.121
O 1.093 -1.499 3.376 -0.094
C 1.882 -2.229 4.341 -0.020
H -0.377 -2.009 -0.170 0.074
H -1.439 -0.639 0.296 0.085
H -1.828 -2.213 0.843 0.127
H 1.249 -2.813 5.008 0.129
H 2.556 -1.631 4.955 0.117
H 2.564 -2.859 3.770 0.134
```

---

# 2
ORCA calculation (ωB97M-V/def2-TZVPD) on 2 unconnected molecules or ions with the total composition C12H27IN2O2P at a distorted geometry.

Output
**HOMO**: -0.393 Eh
**Gap between HOMO and LUMO**: 6.38 eV
**Total charge**: +1
**Spin multiplicity**: 1

```
45
Properties=species:S:1:pos:R:3:lowdin_charge:R:1
C 3.292 -0.539 1.040 -0.074
C 2.400 0.754 0.823 -0.242
N 1.403 0.391 -0.206 -0.046
C 0.287 1.350 -0.282 -0.287
N -0.345 0.972 -1.593 0.140
C -1.066 -0.101 -1.423 -0.001
C -1.530 -0.314 0.091 -0.780
I -0.608 -2.201 0.532 1.087
O -2.933 -0.379 -0.128 -0.171
C -3.671 -0.454 1.102 -0.228
C -3.973 -1.919 1.597 -0.091
C -0.956 1.059 0.630 -0.392
P -0.793 1.496 2.429 0.909
C -2.284 2.348 3.142 -0.296
C -0.032 0.215 3.530 -0.296
H 2.564 -1.387 1.069 0.041
H 3.889 -0.717 0.114 0.077
H 3.914 -0.480 1.950 0.078
H 3.098 1.535 0.430 0.124
H 1.965 1.063 1.792 0.080
H 1.900 0.353 -1.093 0.088
H 0.594 2.406 -0.148 0.162
H -0.070 1.394 -2.477 0.185
H -1.386 -0.670 -2.315 0.163
H -3.153 0.083 1.921 0.076
H -4.659 0.019 0.893 0.136
H -3.674 -2.635 0.802 0.054
H -5.003 -2.068 1.967 0.081
H -3.283 -2.129 2.452 0.061
H -1.712 1.805 0.262 0.140
H -3.164 1.698 3.346 0.030
H -2.623 3.223 2.548 0.050
H -1.971 2.762 4.131 0.051
H 0.916 0.637 3.942 0.038
H 0.231 -0.759 3.078 -0.011
H -0.691 0.068 4.422 0.051
C 2.375 -0.716 -5.332 -0.087
C 2.958 -1.429 -4.127 -0.295
O 2.780 -0.646 -2.944 -0.103
H 2.850 0.257 -5.467 0.080
H 2.515 -1.304 -6.240 0.082
H 1.305 -0.535 -5.194 0.066
H 4.028 -1.589 -4.259 0.120
H 2.479 -2.402 -3.982 0.114
H 1.836 -0.517 -2.826 0.036
```

---

# 3
ORCA calculation (ωB97M-V/def2-TZVPD) on 2 unconnected molecules or ions with the total composition C11H10BrNS.

Output
**Energy relative to the best compared isomer or geometry (same formula, charge and spin)**: 1.435 eV
**HOMO (alpha / beta)**: -0.317 / -0.329 Eh
**Gap between HOMO and LUMO (alpha / beta)**: 6.46 / 8.07 eV
**Total charge**: 0
**Spin multiplicity**: 1

```
24
Properties=species:S:1:pos:R:3:lowdin_charge:R:1
C -2.626 -0.434 -2.908 -0.201
C 1.088 0.735 3.175 -0.074
C 1.617 1.728 2.362 -0.078
C 0.908 -0.545 2.675 -0.084
C 1.965 1.451 1.056 -0.114
C 1.255 -0.835 1.370 -0.134
C 1.786 0.162 0.546 -0.715
C -1.697 0.304 -0.660 -0.074
C -1.543 -0.476 -1.980 -0.488
C -0.828 0.794 -1.722 -0.680
C -0.792 -1.791 -1.987 -0.035
N -3.493 -0.398 -3.654 0.179
S 2.189 -0.185 -1.103 0.756
Br -0.751 2.400 -2.614 0.788
H 0.826 0.961 4.198 0.105
H 1.756 2.726 2.750 0.106
H 0.496 -1.322 3.301 0.106
H 2.377 2.218 0.418 0.102
H 1.135 -1.835 0.979 0.098
H -2.622 0.826 -0.440 0.121
H -1.240 -0.149 0.213 0.100
H -0.266 -1.911 -2.932 0.094
H -1.481 -2.627 -1.859 0.093
H -0.060 -1.797 -1.185 0.028
```

---

# 4
ORCA calculation (ωB97M-V/def2-TZVPD) on H2NO3PS3 in the gas phase at a distorted geometry.

Output
**Energy relative to the best compared isomer or geometry (same formula, charge and spin)**: 1.357 eV
**HOMO (alpha / beta)**: -0.312 / -0.312 Eh
**Gap between HOMO and LUMO (alpha / beta)**: 5.20 / 5.21 eV
**Total charge**: 0
**Spin multiplicity**: 1

```
10
Properties=species:S:1:pos:R:3:lowdin_charge:R:1
N -0.190 0.392 1.303 -0.358
O 2.053 0.487 2.571 -0.233
O 2.019 0.166 0.129 -0.358
O -0.511 1.266 -1.006 -0.274
P -0.692 -0.091 -0.130 -0.083
S -2.814 -0.275 0.167 0.077
S 0.240 -1.891 -0.686 0.493
S 1.389 0.620 1.328 0.743
H -0.768 1.276 -1.948 0.094
H -0.724 -1.950 -1.728 -0.101
```

---

# 5
ORCA calculation (ωB97M-V/def2-TZVPD) on C2H4NO2 in the gas phase at a distorted geometry.

Output
**Energy relative to the best compared isomer or geometry (same formula, charge and spin)**: 6.484 eV
**HOMO (alpha / beta)**: -0.371 / -0.343 Eh
**Gap between HOMO and LUMO (alpha / beta)**: 7.66 / 5.37 eV
**Total charge**: 0
**Spin multiplicity**: 2

```
9
Properties=species:S:1:pos:R:3:lowdin_charge:R:1
O -2.262 -0.306 0.069 0.049
C -1.269 0.468 0.115 -0.659
O -1.309 1.680 0.512 0.032
C 0.061 -0.141 -0.286 -0.058
N 1.789 -0.498 -0.019 0.211
H 0.496 -0.925 0.350 0.112
H -0.210 -0.636 -1.241 0.152
H 1.840 -0.225 0.921 0.038
H 0.865 0.583 -0.421 0.125
```

---

# 6
ORCA calculation (ωB97M-V/def2-TZVPD) on 2 unconnected molecules or ions with the total composition C4H8S2 at a distorted geometry.

Output
**Energy relative to the best compared isomer or geometry (same formula, charge and spin)**: 5.769 eV
**HOMO (alpha / beta)**: -0.298 / -0.283 Eh
**Gap between HOMO and LUMO (alpha / beta)**: 7.54 / 7.92 eV
**Total charge**: 0
**Spin multiplicity**: 1

```
14
Properties=species:S:1:pos:R:3:lowdin_charge:R:1
C 0.923 -2.635 0.579 -0.094
C 0.398 -1.824 -0.297 0.035
C -0.980 0.960 -0.116 -0.498
C 0.398 0.750 0.091 -0.647
S -1.603 2.938 0.234 0.569
S 1.540 1.314 -1.135 0.732
H 0.502 -3.711 0.606 0.084
H 1.392 -2.315 1.476 0.033
H -0.064 -1.591 -1.193 0.012
H -1.713 0.374 0.516 0.088
H -1.203 0.902 -1.152 0.028
H 0.771 0.932 1.045 0.031
H -1.191 3.201 1.442 -0.240
H 0.830 0.705 -2.096 -0.133
```

---

# 7
ORCA calculation (ωB97M-V/def2-TZVPD) on a molecular structure, C8H26InO10P2 at a distorted geometry.

Output
**Energy relative to the best compared isomer or geometry (same formula, charge and spin)**: 5.054 eV
**HOMO**: -0.157 Eh
**Gap between HOMO and LUMO**: 3.81 eV
**Total charge**: -1
**Spin multiplicity**: 1

```
47
Properties=species:S:1:pos:R:3:lowdin_charge:R:1
C -4.336 3.793 3.671 -0.317
In -2.661 4.790 2.501 0.399
C -1.992 3.226 1.003 -0.315
O -1.412 3.779 -0.215 -0.290
O -2.276 3.479 -1.312 -0.112
H -5.302 4.289 3.528 -0.060
H -4.092 3.788 4.741 -0.059
H -4.410 2.740 3.362 -0.053
H -3.197 6.318 1.730 -0.145
H -1.374 5.145 3.723 -0.149
H -2.905 2.697 0.703 0.029
H -1.314 2.473 1.430 0.025
H -2.969 4.146 -1.222 0.095
C -0.521 2.246 -2.922 -0.105
O 0.629 2.083 -3.767 -0.277
P 1.344 0.590 -3.928 0.608
O 0.373 -0.058 -4.866 -0.252
O 1.072 0.144 -2.382 -0.281
C 1.773 0.810 -1.330 -0.111
O 2.604 -0.554 -4.038 -0.245
C 3.723 -0.178 -4.854 -0.141
H -1.159 2.998 -3.376 0.091
H -1.083 1.323 -2.806 0.100
H -0.208 2.614 -1.949 0.067
H 1.059 1.059 -0.546 0.092
H 2.250 1.731 -1.676 0.085
H 2.529 0.139 -0.919 0.082
H 4.224 0.699 -4.437 0.078
H 3.398 0.036 -5.877 0.082
H 4.428 -1.007 -4.871 0.080
C -0.455 -4.351 -0.398 -0.117
O -0.496 -4.721 0.973 -0.295
P 0.105 -3.664 2.138 0.659
O -1.092 -2.757 2.071 -0.225
O 1.322 -3.119 1.187 -0.280
C 2.453 -3.960 0.973 -0.125
O 0.765 -2.861 3.495 -0.244
C 0.604 -3.521 4.759 -0.138
H -1.342 -4.770 -0.873 0.095
H -0.452 -3.271 -0.533 0.094
H 0.425 -4.786 -0.878 0.079
H 2.687 -3.957 -0.091 0.086
H 2.265 -4.991 1.287 0.081
H 3.309 -3.564 1.522 0.086
H 1.133 -4.477 4.763 0.074
H -0.455 -3.685 4.975 0.084
H 1.029 -2.884 5.532 0.085
```

---

# 8
ORCA calculation (ωB97M-V/def2-TZVPD) on a molecular structure, C7H15ClI2O2PSm at a distorted geometry.

Output
**Energy relative to the best compared isomer or geometry (same formula, charge and spin)**: 0.000 eV
**HOMO (alpha / beta)**: -0.572 / -0.572 Eh
**Gap between HOMO and LUMO (alpha / beta)**: 4.57 / 4.68 eV
**Total charge**: +2
**Spin multiplicity**: 6

```
29
Properties=species:S:1:pos:R:3:lowdin_charge:R:1
I -1.164 3.946 2.033 0.467
I 1.876 3.097 1.836 0.400
Sm -0.038 0.911 1.077 0.751
P -0.353 1.167 -2.008 0.697
C 0.939 1.453 -3.195 -0.289
C -1.703 0.440 -3.038 -0.244
H -1.957 2.828 -1.078 0.011
H -1.286 3.280 -2.740 0.069
H -0.274 3.494 -1.203 0.014
C -1.049 2.886 -1.725 -0.305
H -2.606 0.309 -2.425 0.035
H -1.907 1.113 -3.894 0.071
H 0.539 2.017 -4.067 0.082
H 1.324 0.487 -3.524 0.059
H -1.353 -0.536 -3.404 0.057
H 1.738 2.016 -2.715 0.049
C 2.022 -0.016 -0.431 -0.082
O 3.041 -0.428 -0.819 0.130
Cl -2.496 0.419 0.672 -0.118
C -0.399 -2.167 3.672 0.027
C 0.363 -2.228 2.401 -0.372
C 1.275 -3.364 2.151 0.030
O 0.266 -1.262 1.586 -0.240
H -0.102 -3.041 4.284 0.108
H -1.484 -2.192 3.484 0.128
H -0.136 -1.239 4.207 0.115
H 0.984 -4.020 1.316 0.129
H 2.321 -3.046 2.030 0.121
H 1.236 -3.982 3.065 0.101
```